Record 1
21
Properties=species:S:1:pos:R:3:lowdin_charge:R:1 method="wB97M-V/def2-TZVPD" de_lowest_kcal_mol=123.70 gap_ev=4.11 total_charge=0 homo_ev=-9.11
N 0.0690 2.0170 -1.1227 0.021
C 0.7613 0.8111 -0.7168 -0.396
C 0.4200 0.3033 0.6817 -0.668
S 1.3409 -1.0539 1.1735 0.914
S -2.4863 0.0090 -0.9616 0.496
H -0.9197 1.8057 -1.1045 -0.038
H 0.3665 2.2592 -2.0582 0.083
H 1.8384 0.9844 -0.6594 0.085
H 0.5615 -0.0430 -1.3907 0.106
H -0.6765 0.0687 0.5688 -0.006
H 0.4392 1.0927 1.4530 0.105
H -3.2960 -0.8742 -1.6028 -0.239
H 4.5865 -0.1634 -0.6729 0.040
H 3.2766 -0.7579 -0.1539 -0.065
O 3.7233 -0.4673 -0.9631 -0.078
H -3.0944 0.3986 2.6697 0.038
H -2.3140 0.5463 1.3175 -0.097
O -2.2241 0.4039 2.2708 -0.094
H -1.1373 -2.1589 -0.2097 -0.027
H -0.1972 -2.4247 0.9317 -0.089
O -1.0377 -2.7564 0.5496 -0.090

Record 2
20
Properties=species:S:1:pos:R:3:lowdin_charge:R:1 method="wB97M-V/def2-TZVPD" de_lowest_kcal_mol=37.22 gap_ev=8.72 total_charge=0 homo_ev=-8.30
C -0.0630 -1.1848 3.1722 -0.041
C -0.7395 -0.1577 2.6446 -0.318
N -2.0205 -0.1540 2.0975 0.039
H -0.3098 -2.2333 3.0434 0.037
H 0.9858 -1.0534 3.4065 0.037
H -0.3222 0.8381 2.7637 0.100
H -2.1955 -0.8950 1.4446 0.081
H -2.4943 0.7172 2.1307 0.071
H 1.4897 -2.7414 -1.4312 0.047
H 1.4201 -2.4135 0.0855 0.034
O 1.5952 -2.0470 -0.7739 -0.038
H 0.8964 0.1575 -0.6853 0.005
H -0.6209 0.3946 -0.4245 0.029
O 0.2646 0.7684 -0.2655 -0.079
H -3.1509 2.5724 -2.4751 0.043
H -2.2078 3.3868 -1.6132 0.023
O -2.2067 2.6776 -2.2507 -0.063
H 2.4912 -0.8447 -2.8222 0.025
H 2.4148 0.6276 -3.3357 0.026
O 2.9825 -0.0023 -2.9026 -0.059

Record 3
20
Properties=species:S:1:pos:R:3:lowdin_charge:R:1 method="wB97M-V/def2-TZVPD" de_lowest_kcal_mol=17.74 gap_ev=10.77 total_charge=0 homo_ev=-10.20
C 0.1634 -0.8996 1.3934 -0.246
O -0.3575 -1.9789 0.6025 -0.113
C 1.3681 -0.2428 0.7093 -0.200
N 2.0093 -1.2129 -0.2141 -0.004
H 0.2064 -1.2129 2.4334 0.106
H -0.6684 -0.1915 1.4265 0.088
H 0.4281 -2.2436 0.1012 0.049
H 2.1285 0.0150 1.4422 0.113
H 0.9579 0.5709 0.1237 0.087
H 2.8651 -1.5623 0.1781 0.074
H 2.1990 -0.7793 -1.0992 0.069
H -2.1474 1.5560 -2.0393 0.053
H -1.7029 1.2740 -0.6315 0.021
O -1.7493 1.9910 -1.2775 -0.050
H -3.3653 -0.3785 1.0693 0.047
H -2.4051 -1.4065 0.4306 0.009
O -3.0646 -0.7321 0.2193 -0.061
H 1.6071 2.1854 -2.0564 0.029
H 0.2868 2.5427 -1.4787 0.004
O 1.2408 2.7058 -1.3329 -0.074

Record 4
20
Properties=species:S:1:pos:R:3:lowdin_charge:R:1 method="wB97M-V/def2-TZVPD" de_lowest_kcal_mol=30.29 gap_ev=11.16 total_charge=0 homo_ev=-10.39
C -0.3840 1.7675 1.1652 -0.112
C -0.0911 4.0637 0.7646 -0.059
N -0.4666 2.9572 0.3200 -0.105
H -1.3907 1.3510 1.1727 0.086
H 0.2688 1.0646 0.6976 0.064
H -0.0028 2.0099 2.1571 0.075
H -0.1582 4.9629 0.1498 0.071
H 0.3542 4.2355 1.7377 0.071
H 2.3071 -2.7103 -1.0300 0.009
H 3.1082 -3.2196 -2.2323 0.025
O 3.0608 -3.2618 -1.2736 -0.070
H 1.9451 -0.4643 -2.6673 0.041
H 0.7085 -0.0240 -1.8123 -0.007
O 1.3721 -0.7081 -1.9374 -0.056
H -3.5076 -5.5902 3.2631 0.032
H -2.0580 -6.1473 3.3691 0.028
O -2.8063 -6.0409 2.7794 -0.060
H -0.7846 1.8670 -1.4268 -0.006
H -0.8701 2.3223 -2.8637 0.043
O -0.6048 1.5648 -2.3330 -0.070

Record 5
21
Properties=species:S:1:pos:R:3:lowdin_charge:R:1 method="wB97M-V/def2-TZVPD" de_lowest_kcal_mol=18.46 gap_ev=9.96 total_charge=0 homo_ev=-9.31
C -1.0682 0.0206 1.1494 -0.260
C -0.8706 -1.3978 0.5878 -0.305
N -0.6765 -2.3233 1.6871 -0.007
N -1.0123 1.0252 0.0625 0.000
H -2.0569 0.0001 1.5948 0.108
H -0.3351 0.2089 1.9361 0.098
H -1.7816 -1.6173 0.0310 0.106
H -0.0668 -1.3937 -0.1532 0.102
H 0.3049 -2.4442 1.8682 0.062
H -1.0111 -3.2643 1.5058 0.065
H -1.5579 1.8227 0.3815 0.080
H -0.0800 1.3917 -0.0686 0.049
H 2.9385 2.1555 1.6120 0.042
H 1.6314 1.5589 1.0743 -0.009
O 2.2595 1.4924 1.7892 -0.052
H -2.1636 -0.4594 -3.0046 0.026
H -1.4546 -0.0191 -1.6357 -0.027
O -1.3387 -0.3913 -2.5213 -0.083
H 1.7975 0.2675 -2.4137 0.032
H 2.9815 1.2543 -2.4673 0.034
O 2.0923 1.1335 -2.1187 -0.061

Record 6
21
Properties=species:S:1:pos:R:3:lowdin_charge:R:1 method="wB97M-V/def2-TZVPD" de_lowest_kcal_mol=41.09 gap_ev=10.07 total_charge=0 homo_ev=-9.32
N 0.5774 -1.7838 0.1949 -0.031
C -0.1746 -0.8351 1.0611 -0.271
C -0.2320 0.5594 0.3940 -0.283
N 0.5826 1.4577 1.1903 -0.053
H 0.4491 -2.7612 0.4160 0.065
H 1.5590 -1.5809 0.1285 0.059
H 0.1348 -0.9226 2.1621 0.123
H -1.1485 -1.4129 0.9972 0.115
H 0.2417 0.5449 -0.6349 0.118
H -1.3454 0.8307 0.3158 0.116
H 0.8772 2.3059 0.6982 0.092
H 0.1604 1.6696 2.1238 0.108
H 2.4573 1.1186 2.7538 0.011
H 2.2276 0.3187 1.5495 0.010
O 2.8871 0.3768 2.3069 -0.120
H -3.6145 0.9075 -2.1190 0.081
H -2.3783 0.3132 -2.7939 0.064
O -2.5805 0.9801 -2.0104 -0.180
H -0.8131 -1.6556 -3.0000 0.054
H -0.5181 -0.6771 -1.7723 0.003
O -0.8028 -0.7397 -2.7031 -0.079

Record 7
21
Properties=species:S:1:pos:R:3:lowdin_charge:R:1 method="wB97M-V/def2-TZVPD" de_lowest_kcal_mol=63.93 gap_ev="10.75 / 4.90" total_charge=+1 homo_ev="-14.52 / -14.49" multiplicity=2
N 1.7206 0.4506 -0.2949 0.060
C 1.0651 -0.7719 0.3237 -0.233
C -0.1536 -0.4434 1.1355 -0.151
N -1.1141 -1.4710 0.8089 0.263
H 1.7450 0.2648 -1.3186 0.108
H 2.5958 0.6224 0.1583 0.073
H 1.7067 -1.3224 1.0184 0.132
H 0.8030 -1.5685 -0.3093 0.087
H 0.2650 -0.4613 2.2297 0.222
H -0.6206 0.4756 0.9921 0.128
H -0.8381 -2.4365 0.5406 0.174
H -1.6818 -1.6257 1.5475 0.098
H -1.9778 -1.7527 -1.4293 -0.019
H -0.7899 -0.9527 -1.8208 0.000
O -1.2672 -1.7312 -1.9607 0.080
H -1.7251 1.0977 -2.5905 0.048
H -2.7136 2.1198 -2.1151 -0.014
O -2.2492 1.9125 -2.8794 -0.033
H 1.8868 2.1896 1.2549 -0.063
H 1.2782 2.9139 2.6068 0.104
O 2.0649 2.4902 2.1022 -0.064

Record 8
21
Properties=species:S:1:pos:R:3:lowdin_charge:R:1 method="wB97M-V/def2-TZVPD" de_lowest_kcal_mol=0.00 gap_ev="11.22 / 5.89" total_charge=+1 homo_ev="-13.93 / -13.91" multiplicity=2
N -0.3399 -2.3743 0.4520 0.229
C -0.8734 -1.1584 0.9056 -0.189
C 0.2267 -0.0391 0.8720 -0.207
N 0.3526 0.4742 -0.4657 0.094
H -0.2613 -2.4757 -0.5568 0.135
H -0.6378 -3.2276 0.9158 0.144
H -1.2029 -1.2496 1.9393 0.134
H -1.7167 -0.8492 0.2851 0.148
H 0.0423 0.7037 1.6538 0.143
H 1.1853 -0.4909 1.1398 0.126
H -0.4494 1.0528 -0.6843 0.110
H 1.2848 0.8607 -0.5623 0.108
H -0.7025 -6.0041 -1.2205 0.044
H -0.1323 -5.3154 -2.4157 0.045
O -0.7097 -5.1451 -1.6613 -0.067
H 3.5359 4.3283 -0.2755 0.030
H 4.4731 3.1806 -0.2757 0.037
O 3.7186 3.5271 -0.7689 -0.064
H -3.0099 4.5871 0.9118 0.031
H -2.0522 5.1326 -0.1879 0.031
O -2.7315 4.4822 -0.0006 -0.062

Record 9
22
Properties=species:S:1:pos:R:3:lowdin_charge:R:1 method="wB97M-V/def2-TZVPD" de_lowest_kcal_mol=53.47 gap_ev=10.30 total_charge=0 homo_ev=-9.75
C -0.1075 1.6083 2.7587 -0.065
N -2.4058 2.4814 0.7216 0.075
C -1.2111 1.6828 0.4543 -0.252
N -0.3096 1.2644 1.2679 -0.065
H -0.9289 1.1573 3.2665 0.057
H -0.0548 2.6675 2.9100 0.064
H 0.7760 1.0142 3.0541 0.076
H -2.3764 2.7515 1.6043 -0.016
H -3.3254 2.0106 0.5060 0.119
H -1.0841 1.4882 -0.7218 0.143
H 1.0863 -1.4981 0.6120 0.002
H -0.2504 -0.8364 0.9924 -0.023
O 0.2130 -1.6250 0.8189 -0.007
H 3.0183 -3.8644 -3.3152 -0.041
H 4.0304 -4.3663 -3.9869 0.070
O 3.6299 -3.4693 -3.8337 -0.030
H -1.2689 -2.1943 -0.5592 -0.016
H -0.8853 -0.9799 -1.4584 -0.001
O -1.5399 -1.6780 -1.2922 -0.067
H 1.2950 1.2556 -1.7996 0.037
H 0.8692 0.6344 -0.5191 0.001
O 0.8300 0.4955 -1.4804 -0.063

Record 10
26
Properties=species:S:1:pos:R:3:lowdin_charge:R:1 method="wB97M-V/def2-TZVPD" gap_ev="8.77 / 2.39" total_charge=+2 homo_ev="-15.62 / -15.52" multiplicity=2
Rb 0.3455 -0.8054 1.9446 1.123
C -2.1947 -0.5097 -1.1265 -0.813
O -1.9390 -0.7394 0.0125 -0.004
N -1.5013 0.3832 -1.8216 0.176
N -3.1778 -1.0352 -1.7174 0.219
H -0.7074 0.8559 -1.4137 0.085
H -1.7878 0.7041 -2.7354 0.119
H -3.8449 -1.6069 -1.2192 0.151
H -3.0403 -1.1156 -2.7148 0.135
C 2.0797 0.2909 -1.4446 -0.630
O 1.4411 0.4722 -0.4135 0.027
N 2.6165 1.2504 -2.2108 0.438
N 2.6406 -0.8032 -1.7047 0.351
H 3.3057 0.9924 -2.9026 0.177
H 2.5830 2.1399 -1.7335 0.190
H 3.1741 -0.9591 -2.5480 0.176
H 2.5709 -1.5268 -1.0035 0.187
O -0.9309 1.5026 2.8072 -0.144
H -1.8847 1.4226 2.7987 0.062
H -0.7588 2.2631 3.3624 0.057
O 1.8105 1.7695 2.2410 -0.107
H 2.4871 2.3089 1.8318 0.047
H 1.0967 2.3796 2.4263 0.021
O -1.2258 -2.9405 2.9410 -0.145
H -1.6843 -2.9087 3.7806 0.051
H -1.4738 -3.7847 2.5640 0.051

Record 11
20
Properties=species:S:1:pos:R:3:lowdin_charge:R:1 method="wB97M-V/def2-TZVPD" de_lowest_kcal_mol=90.33 gap_ev=11.28 total_charge=+1 homo_ev=-14.39
C -0.6782 -0.4369 -1.7860 0.005
N -1.2125 -0.4454 -0.2737 -0.002
C -0.0449 0.0554 0.7012 -0.016
H 0.4874 -0.5195 -1.8529 0.131
H -0.8440 0.6012 -2.2039 0.078
H -0.9442 -1.3495 -2.3139 0.090
H -2.0649 -0.1872 0.2435 0.169
H -1.0122 -1.4399 -0.2259 0.120
H 0.4780 1.0820 0.6537 0.112
H -0.6308 -0.0448 1.6508 0.095
H 0.8099 -0.7825 0.6869 0.105
H -2.0729 2.7428 -1.9494 0.035
H -3.3585 1.8669 -1.6445 0.078
O -2.4126 1.8719 -1.8962 -0.051
H 1.0320 -3.5042 1.1722 0.044
H 2.2839 -2.7221 0.7265 -0.025
O 1.4344 -2.8857 0.6007 0.029
H 2.4616 2.3101 2.0920 0.060
H 3.4705 2.2444 2.9611 0.068
O 2.8181 1.5430 2.6578 -0.124

Record 12
20
Properties=species:S:1:pos:R:3:lowdin_charge:R:1 method="wB97M-V/def2-TZVPD" de_lowest_kcal_mol=30.61 gap_ev=11.62 total_charge=+1 homo_ev=-14.54
C 0.1676 -0.0436 1.9170 -0.072
C 0.0144 1.3600 1.3891 -0.138
N 1.4066 1.8419 0.8749 0.225
H -0.7687 -0.3677 2.3971 0.094
H 0.2827 -0.8247 1.0830 0.113
H 0.8828 -0.0954 2.6513 0.049
H -0.7299 1.4742 0.5924 0.135
H -0.2340 2.0026 2.1723 0.103
H 2.0185 1.8844 1.5909 0.119
H 1.2518 2.7573 0.5890 0.139
H 1.7228 1.3144 0.1240 0.072
H -0.4428 -2.1658 -2.4357 -0.011
H -0.9931 -1.2107 -3.5318 0.098
O -0.3459 -1.3269 -2.7713 -0.035
H 0.6174 1.3212 -2.2023 0.072
H 1.2971 0.0702 -1.7581 0.041
O 1.2044 0.9867 -1.5257 -0.023
H -2.7718 -3.0008 1.2270 0.080
H -2.5618 -2.2953 -0.0812 -0.011
O -2.1721 -2.3668 0.7497 -0.050